Formula: C3H5N
Source: the OMol25 dataset
Level of theory: wB97M-V/def2-TZVPD

Cartesian coordinates (Å):
H -2.834 -0.576 -0.139
N -2.168 0.269 0.023
C -1.015 -0.170 -0.036
C 0.206 0.658 -0.022
C 1.396 0.161 0.036
H -0.950 -1.308 0.084
H -0.032 1.700 -0.119
H 2.414 0.575 0.057
H 1.500 -1.003 0.035

Values from the calculation:
* structure (SMILES): [H]/N=C/C=C
* E: -4680.3505 eV
* highest occupied orbital energy: -9.88 eV
* net charge: 0